# 1
Density functional theory data (the ωB97M-V functional and the def2-TZVPD basis) for C14H25N7PdS as an isolated structure.

Last column: Mulliken charge in e.
Cartesian coordinates (Å):
1 Pd 0.278 0.879 0.773  0.61
2 C 2.704 -1.003 3.693  -1.50
3 C 2.108 -0.348 2.497  0.48
4 N 0.879 0.045 2.445  0.76
5 N 0.056 -0.122 3.512  -1.34
6 C -1.119 0.429 3.352  0.74
7 N -1.997 0.364 4.355  -0.37
8 S -1.645 1.271 1.884  -0.58
9 C 2.908 -0.076 1.280  0.65
10 C 4.222 -0.490 1.157  -0.55
11 C 4.932 -0.174 0.006  -0.52
12 C 4.307 0.554 -0.991  -0.93
13 C 2.984 0.922 -0.804  -0.06
14 N 2.295 0.618 0.289  -0.06
15 H 2.039 -0.897 4.544  0.40
16 H 3.671 -0.560 3.931  0.42
17 H 2.858 -2.069 3.506  0.34
18 H -1.702 -0.010 5.243  0.24
19 H -2.877 0.845 4.302  0.20
20 H 4.691 -1.049 1.953  0.40
21 H 5.962 -0.488 -0.102  0.45
22 H 4.825 0.839 -1.895  0.45
23 H 2.470 1.496 -1.565  0.36
24 N -3.951 -0.656 -2.579  -0.19
25 C -3.247 -0.214 -1.289  0.02
26 C -2.173 -1.220 -0.924  -1.08
27 C -0.946 -1.225 -1.855  0.25
28 N 0.245 -1.409 -1.029  -0.41
29 C -0.811 0.076 -2.666  -1.51
30 C -1.309 1.364 -2.013  0.85
31 N -0.355 1.907 -0.992  -0.53
32 C -2.727 1.215 -1.423  -1.31
33 H -4.355 -1.589 -2.465  0.41
34 H -3.306 -0.693 -3.371  0.27
35 H -4.710 -0.016 -2.824  0.40
36 H -4.043 -0.234 -0.546  0.40
37 H -2.605 -2.220 -0.840  0.47
38 H -1.843 -0.938 0.079  0.18
39 H -1.054 -2.040 -2.583  0.34
40 H 1.067 -1.520 -1.615  0.28
41 H 0.175 -2.255 -0.472  0.25
42 H -1.360 -0.024 -3.609  0.28
43 H 0.228 0.193 -2.985  0.62
44 H -1.358 2.116 -2.803  0.38
45 H -0.726 2.801 -0.674  0.30
46 H 0.497 2.156 -1.489  0.26
47 H -3.438 1.823 -1.989  0.32
48 H -2.744 1.623 -0.413  0.15

The calculation puts the energy above the lowest of the compared OMol25 structures with the same formula, charge and spin at 0.0 kcal per mole. The largest force on an atom comes out at 0.01201 Eh/bohr. As for the charge: +2. For the LUMO energy, the calculation gives -5.81 eV. Its HOMO energy is -13.6 eV. The value obtained for the total energy is -39657.181 eV. The spin multiplicity is 1.


# 2
Density functional theory data (the ωB97M-V functional and the def2-TZVPD basis) for one molecule with the formula C14H25NO.

Last column: Mulliken charge in e.
Cartesian coordinates (Å):
1 C 1.346 5.784 4.007  -0.87
2 C 0.633 5.683 2.771  -0.17
3 C 1.045 4.798 1.602  -0.41
4 C 0.104 3.557 1.363  -0.84
5 C 0.473 2.680 0.020  -0.42
6 C -0.487 1.490 -0.169  -0.68
7 C -0.206 0.575 -1.356  -0.83
8 C -1.410 -0.490 -1.576  -0.40
9 C -1.245 -1.214 -2.935  -0.80
10 C -1.436 -2.765 -2.650  -0.91
11 C -0.302 -3.515 -1.981  -0.28
12 O -0.139 -3.333 -0.575  -0.34
13 C 0.859 -4.172 0.044  -0.95
14 C 0.146 -5.022 1.060  -0.19
15 C 1.017 -6.106 1.497  0.13
16 N 1.820 -6.903 1.770  -0.41
17 H 1.065 6.533 4.670  0.30
18 H 2.245 5.239 4.181  0.27
19 H -0.175 6.356 2.735  0.35
20 H 1.967 4.303 1.882  0.23
21 H 1.084 5.443 0.735  0.36
22 H 0.246 2.963 2.283  0.32
23 H -0.990 3.755 1.391  0.39
24 H 1.427 2.140 0.030  0.32
25 H 0.391 3.520 -0.774  0.25
26 H -0.546 0.807 0.703  0.27
27 H -1.501 1.882 -0.315  0.35
28 H -0.112 1.175 -2.257  0.31
29 H 0.625 -0.102 -1.372  0.39
30 H -1.453 -1.084 -0.630  0.27
31 H -2.459 -0.002 -1.679  0.36
32 H -2.027 -0.877 -3.590  0.39
33 H -0.212 -0.969 -3.263  0.39
34 H -2.235 -2.848 -1.835  0.26
35 H -1.600 -3.260 -3.573  0.43
36 H 0.665 -3.138 -2.512  0.26
37 H -0.485 -4.607 -2.105  0.42
38 H 1.359 -4.777 -0.637  0.51
39 H 1.509 -3.542 0.565  0.39
40 H -0.756 -5.456 0.585  0.25
41 H -0.253 -4.501 1.890  0.35

The calculation puts the energy above the lowest of the compared OMol25 structures with the same formula, charge and spin at 110.7 kcal per mole. The largest force on an atom comes out at 0.11647 Eh/bohr. Its SMILES is C=CCCCCCCCCCOCCC#N. For the LUMO energy, the calculation gives 0.79 eV. Its HOMO energy is -9.2 eV. The value obtained for the total energy is -18457.670 eV. The spin multiplicity is 1.


# 3
Density functional theory data (the ωB97M-V functional and the def2-TZVPD basis) for a 2-piece molecular cluster, C14H25NO4 overall.

Last column: Mulliken charge in e.
Cartesian coordinates (Å):
1 C 2.076 -3.451 2.004  -1.05
2 C 2.435 -3.227 0.527  -0.38
3 O 2.203 -1.875 0.225  -0.17
4 C 2.215 -1.615 -1.163  -0.53
5 C 2.132 -0.119 -1.381  -0.73
6 O 0.907 0.370 -0.861  -0.38
7 C 1.092 1.125 0.338  -0.48
8 C -0.283 1.502 0.803  -0.84
9 O -1.019 0.289 0.984  -0.12
10 C -2.289 0.468 1.514  -0.85
11 C -3.184 -0.531 0.835  0.85
12 C -2.585 -1.599 0.169  -0.39
13 C -3.391 -2.500 -0.496  -0.51
14 N -4.725 -2.339 -0.489  0.00
15 C -5.326 -1.330 0.159  -0.38
16 C -4.572 -0.396 0.834  -0.59
17 H 1.822 -2.496 2.455  0.27
18 H 1.201 -4.088 2.113  0.28
19 H 2.896 -3.908 2.549  0.31
20 H 1.819 -3.898 -0.080  0.33
21 H 3.489 -3.483 0.392  0.33
22 H 3.135 -1.991 -1.623  0.42
23 H 1.331 -2.057 -1.637  0.27
24 H 2.164 0.084 -2.451  0.36
25 H 2.966 0.391 -0.899  0.39
26 H 1.519 0.477 1.106  0.16
27 H 1.674 2.039 0.175  0.57
28 H -0.733 2.158 0.052  0.43
29 H -0.227 2.058 1.740  0.43
30 H -2.290 0.285 2.596  0.33
31 H -2.692 1.470 1.342  0.48
32 H -1.518 -1.745 0.144  0.56
33 H -2.959 -3.339 -1.015  0.42
34 H -5.298 -3.000 -0.995  0.27
35 H -6.402 -1.280 0.139  0.40
36 H -5.054 0.419 1.348  0.45
37 C 2.820 4.705 -1.842  -1.14
38 C 1.534 4.586 -0.990  0.09
39 O 1.823 4.568 0.322  -0.87
40 H 3.495 3.867 -1.646  0.26
41 H 2.586 4.700 -2.921  0.31
42 H 3.344 5.637 -1.620  0.30
43 H 1.005 3.663 -1.388  -0.09
44 H 0.863 5.405 -1.368  0.21

The calculation puts the energy above the lowest of the compared OMol25 structures with the same formula, charge and spin at 149.3 kcal per mole. The largest force on an atom comes out at 0.02020 Eh/bohr. For the LUMO energy, the calculation gives -2.28 eV. Its HOMO energy is -4.3 eV. The value obtained for the total energy is -24597.454 eV. The spin multiplicity is 1.


# 4
Density functional theory data (the ωB97M-V functional and the def2-TZVPD basis) for C14H25O3P as an isolated structure.

Last column: Mulliken charge in e.
Cartesian coordinates (Å):
1 C -1.338 -3.635 0.252  -0.89
2 C 0.282 -3.590 0.207  -0.42
3 H 0.688 -4.180 0.932  0.38
4 H 0.593 -3.864 -0.801  0.31
5 O 0.616 -2.471 0.437  -0.36
6 P 0.521 -1.220 -0.498  1.01
7 O 0.715 -1.781 -1.735  -0.85
8 C -0.992 -0.275 -0.443  -0.54
9 C -2.065 0.320 -0.293  -0.35
10 C -3.229 0.965 -0.040  1.79
11 C -3.907 0.873 1.366  -1.58
12 H -4.888 1.305 1.395  0.41
13 H -3.130 0.777 2.020  0.54
14 H -4.020 -0.306 1.466  0.31
15 C -2.992 2.499 -0.260  -1.70
16 H -2.348 2.789 0.763  0.27
17 H -2.521 2.594 -1.052  0.73
18 H -3.942 3.023 0.076  0.34
19 C -4.132 0.685 -1.202  -1.42
20 H -5.207 1.161 -0.920  0.31
21 H -3.861 0.787 -2.208  0.41
22 H -4.553 -0.394 -0.920  0.36
23 C 1.838 0.130 0.228  0.94
24 C 1.732 1.357 -0.463  -2.16
25 C 2.932 2.414 -0.490  -0.87
26 C 4.364 1.573 -0.440  -0.75
27 C 4.344 0.103 0.421  -0.82
28 C 3.243 -0.501 0.001  -0.60
29 H 3.149 -1.595 0.772  0.14
30 H 3.351 -1.016 -0.937  0.38
31 H 4.232 0.671 1.425  0.22
32 H 5.265 -0.239 0.175  0.47
33 H 5.120 2.266 -0.125  0.44
34 H 4.393 1.158 -1.504  0.30
35 H 2.778 2.461 0.802  0.09
36 H 2.930 3.351 -0.819  0.65
37 H 0.857 1.794 -0.631  1.09
38 H 1.858 1.064 -1.429  0.78
39 O 1.486 0.340 1.524  -0.59
40 H 1.266 -0.417 2.058  0.44
41 H -1.725 -3.414 1.287  0.26
42 H -1.887 -2.877 -0.359  0.21
43 H -1.816 -4.686 -0.040  0.33

The largest force on an atom comes out at 0.31664 Eh/bohr. For the LUMO energy, the calculation gives 0.59 eV. Its HOMO energy is -9.2 eV. The value obtained for the total energy is -30343.500 eV. The spin multiplicity is 1.


# 5
Density functional theory data (the ωB97M-V functional and the def2-TZVPD basis) for C14H26AlBeCaCl4N4O9S as an isolated structure.

Last column: Mulliken charge in e.
Cartesian coordinates (Å):
1 S -2.603 1.266 -1.006  -0.08
2 C -2.124 0.659 0.705  -0.51
3 C -1.968 -0.937 0.495  0.18
4 C -2.788 -1.870 1.438  -0.47
5 C -2.560 -3.396 1.076  -0.01
6 C -1.603 -3.678 -0.105  -0.46
7 N -0.858 -2.800 -0.922  -0.53
8 C -1.040 -1.392 -0.640  0.64
9 H -3.709 0.458 -1.323  0.25
10 H -1.118 1.129 0.988  0.23
11 H -3.471 -1.512 2.271  0.39
12 H -3.122 -4.236 1.661  0.29
13 H -1.478 -4.796 -0.359  0.33
14 H -0.474 -0.607 -1.302  -0.05
15 Ca -0.296 -1.192 -3.180  1.49
16 C 0.156 -5.633 -4.692  -0.61
17 O 0.052 -4.306 -4.783  -0.58
18 H 0.957 -6.115 -5.285  0.24
19 H 0.358 -6.056 -3.688  0.22
20 H -0.724 -6.229 -4.999  0.25
21 Be -4.733 -4.334 1.384  0.00
22 N -5.837 2.264 -2.140  0.84
23 O -5.073 3.084 -2.791  -0.37
24 O -5.644 1.048 -2.228  -0.54
25 O -6.747 2.673 -1.434  -0.28
26 C 5.784 1.769 -0.562  -0.67
27 O 4.632 2.597 -0.540  -0.33
28 C 3.504 2.008 -1.182  -0.93
29 C 2.425 1.656 -0.155  0.19
30 N 2.839 0.532 0.685  -0.24
31 C 1.970 0.314 1.845  0.05
32 C 1.908 1.428 2.903  -0.70
33 O 3.125 1.616 3.612  -0.38
34 C 4.058 2.474 2.972  -0.57
35 H 6.630 2.354 -0.196  0.24
36 H 5.660 0.904 0.095  0.25
37 H 6.012 1.433 -1.579  0.37
38 H 3.779 1.141 -1.792  0.41
39 H 3.099 2.770 -1.858  0.40
40 H 1.499 1.390 -0.680  0.06
41 H 2.235 2.551 0.447  0.24
42 H 3.781 0.701 1.022  -0.10
43 H 2.335 -0.594 2.337  0.40
44 H 0.955 0.094 1.493  -0.32
45 H 1.174 1.117 3.653  0.41
46 H 1.538 2.377 2.499  0.36
47 H 3.572 3.259 2.385  0.33
48 H 4.733 1.890 2.344  0.15
49 H 4.666 2.950 3.744  0.30
50 Cl -6.669 3.499 -3.885  0.16
51 Cl -5.988 5.040 -1.755  -0.12
52 Al -4.758 -0.877 -1.820  0.51
53 C 5.686 -0.606 4.430  -0.13
54 Cl 7.267 -0.577 5.216  -0.16
55 Cl 5.846 -0.527 2.670  -0.12
56 H 5.175 -1.530 4.696  0.32
57 H 5.105 0.250 4.770  0.13
58 N -9.284 0.777 -1.738  1.07
59 O -9.123 0.123 -0.701  -0.49
60 O -8.759 0.400 -2.795  -0.49
61 O -9.964 1.807 -1.720  -0.45

The largest force on an atom comes out at 0.11271 Eh/bohr. As for the charge: +1. For the LUMO energy, the calculation gives -8.37 eV. Its HOMO energy is -10.0 eV. The value obtained for the total energy is -125649.026 eV. The spin multiplicity is 1.